C3H16F6N2O13S2Y | ωB97M-V with the def2-TZVPD basis set

Last column: Löwdin charge in e.
Element x y z (Å)
1 Y -1.271 -0.310 -2.556  1.979
2 C 1.934 -0.912 1.021  -0.711
3 F 2.997 -0.338 1.551  0.166
4 F 2.230 -1.840 0.202  0.201
5 F 1.260 -1.368 2.012  0.216
6 S 1.030 0.573 0.049  0.680
7 O -0.138 0.027 -0.665  -0.450
8 O 0.704 1.656 1.007  -0.282
9 O 2.106 0.999 -0.851  -0.298
10 C -3.781 -0.195 1.350  -0.594
11 F -3.936 -1.478 0.887  0.079
12 F -4.745 -0.009 2.245  0.159
13 F -2.633 -0.064 2.024  0.132
14 S -3.946 0.997 -0.173  0.523
15 O -5.294 0.697 -0.623  -0.270
16 O -3.864 2.271 0.395  -0.241
17 O -2.786 0.731 -1.070  -0.456
18 O 2.552 2.961 2.829  -0.029
19 H 2.241 2.721 3.702  0.055
20 H 1.846 2.692 2.241  0.000
21 O -1.047 3.406 0.723  -0.058
22 H -1.720 3.138 1.349  0.025
23 H -0.371 2.732 0.795  -0.073
24 O 0.839 -1.614 -2.613  -0.066
25 H 0.805 -2.384 -3.181  0.090
26 H 1.769 -1.502 -2.417  0.092
27 O 4.071 1.461 -2.638  -0.051
28 H 3.543 1.380 -1.843  -0.034
29 H 3.430 1.524 -3.346  0.014
30 O 4.965 1.563 1.979  -0.050
31 H 4.227 1.957 2.446  -0.018
32 H 4.633 0.719 1.674  -0.006
33 O -0.916 2.141 -2.266  -0.073
34 H -0.141 2.702 -2.264  0.096
35 H -1.643 2.735 -2.077  0.085
36 C -1.240 -3.315 -0.506  -0.738
37 O -1.478 -2.330 -1.153  -0.062
38 N -0.285 -3.258 0.390  0.235
39 N -1.830 -4.441 -0.632  0.230
40 H -0.204 -4.116 0.917  0.139
41 H 0.435 -2.552 0.329  0.076
42 H -1.681 -5.252 -0.049  0.143
43 H -2.666 -4.501 -1.195  0.144

Atoms 1-3, force components in eV/Å:
Y -0.0220 0.8418 5.5080
C -0.5701 4.6109 0.8111
F 0.4610 -0.0939 -0.5804

Values from the calculation:
total charge	+1
lowest unoccupied orbital energy	-6.32	eV
HOMO level	-12.3	eV

C3H16Li3N6O6 | ωB97M-V with the def2-TZVPD basis set

Last column: Löwdin charge in e.
Element x y z (Å)
1 Li -1.377 2.553 0.337  0.792
2 Li -2.385 -0.679 2.051  0.748
3 Li -0.939 1.391 3.044  0.742
4 O -1.821 -0.207 3.879  -0.593
5 H -2.257 -1.081 3.866  -0.121
6 O -1.131 0.770 1.229  -0.605
7 H -0.698 0.404 0.433  -0.103
8 O -0.588 2.516 -1.509  -0.101
9 H -0.454 3.267 -2.087  0.069
10 H 0.096 1.895 -1.759  -0.019
11 C 2.209 0.615 2.859  -0.749
12 O 1.290 0.374 3.683  -0.009
13 N 1.931 0.852 1.623  0.154
14 N 3.480 0.704 3.058  0.189
15 H 0.960 0.723 1.376  0.048
16 H 2.525 1.316 0.950  0.125
17 H 3.816 0.530 3.995  0.137
18 H 4.099 0.974 2.307  0.125
19 C -2.937 -1.204 -2.444  -0.770
20 O -3.452 -1.411 -3.541  0.057
21 N -3.309 -1.816 -1.383  0.161
22 N -2.017 -0.312 -2.175  0.176
23 H -4.300 -1.994 -1.303  0.136
24 H -2.788 -1.630 -0.538  0.084
25 H -1.640 -0.254 -1.240  0.054
26 H -1.654 0.296 -2.895  0.120
27 C 1.420 -0.589 -1.761  -0.758
28 O 0.934 0.453 -2.052  0.052
29 N 1.263 -1.344 -0.738  0.203
30 N 2.390 -1.096 -2.536  0.171
31 H 0.456 -1.262 -0.136  0.107
32 H 1.889 -2.130 -0.636  0.137
33 H 2.425 -2.103 -2.607  0.118
34 H 2.563 -0.519 -3.347  0.124

Atoms 1-3, force components in eV/Å:
Li 0.2195 -0.6984 -0.5642
Li 0.8491 1.1230 0.7090
Li 0.2357 -2.0217 0.9326

Values from the calculation:
total charge	+1
lowest unoccupied orbital energy	-3.96	eV
HOMO level	-11.7	eV